(1)
C12H21BFNO5 | ωB97M-V/def2-TZVPD

Geometry (Å):
N  1.80910  0.03208  -1.82836
C  0.95782  0.34492  -0.65806
C  1.95103  0.62181  0.47988
O  2.67183  -0.30639  0.74531
O  2.12343  1.80500  1.11904
C  0.00327  1.58692  -1.04464
C  -1.41907  1.06970  -1.40946
C  -1.45917  1.07953  -2.97609
F  -2.50979  1.62658  -3.52534
C  -1.45561  -0.45394  -3.37883
O  -0.17458  -0.87636  -3.93447
C  -1.85331  -1.24592  -2.17853
C  -1.46300  -0.40154  -0.95984
C  -0.06516  -0.78118  -0.36944
C  -0.23653  -1.32599  1.09237
C  -0.69205  -0.17347  1.98562
C  -0.36109  -0.48492  3.41119
B  1.01780  -0.25176  4.08244
O  2.24640  -0.66361  3.49926
O  0.95834  0.38590  5.32895
H  2.51857  -0.63428  -1.49703
H  2.34039  0.83675  -2.21231
H  2.93056  1.73520  1.63138
H  0.03681  2.22755  -0.12195
H  0.46901  2.19815  -1.84890
H  -2.19621  1.85604  -1.13139
H  -0.57761  1.56903  -3.28964
H  -2.16947  -0.53270  -4.22182
H  0.54343  -0.67542  -3.28444
H  -1.41395  -2.24774  -2.25424
H  -2.92037  -1.26797  -2.17269
H  -2.12308  -0.63274  -0.09687
H  0.18127  -1.65128  -0.93716
H  0.72492  -1.80995  1.31223
H  -1.04138  -2.04861  1.07725
H  -0.16502  0.70406  1.67732
H  -1.74271  0.01385  1.75138
H  -0.74717  0.21967  4.17181
H  -0.70832  -1.50062  3.60671
H  2.33132  -0.69854  2.52084
H  1.67936  0.75219  5.83850

Summary:
- Structure (SMILES): N[C@@]1(C(=O)O)C[C@H]2[C@H](F)[C@@H](O)C[C@H]2[C@@H]1CCCB(O)O
- Orbital gap: 10.01 eV
- E_HOMO: -0.356 hartree
- Net charge: 0
- Relative energy (zero: lowest compared OMol25 entry of this formula, charge and spin): 29.0 kcal per mole
- E_LUMO: 0.0122 hartree

These are the natural (NBO) partial charges, in e, on atoms 1 to 2: number 1, N, carries -0.8422; number 2, C, carries 0.0176

***

(2)
C4H3N2O2S | ωB97M-V/def2-TZVPD

Geometry (Å):
C  0.38741  -1.46829  -0.15669
C  -0.27175  -0.39395  -0.73119
C  1.28551  0.34727  0.67380
C  2.74501  2.03532  1.97652
N  1.31068  -0.94887  0.72372
N  0.22821  0.66832  -0.07457
O  2.63393  2.98976  1.26711
O  -0.16941  1.95772  -0.49629
S  3.19425  1.37206  3.30058
H  0.36813  -2.52655  -0.15142
H  -1.25165  -0.26950  -1.07212
H  0.38513  2.51973  -0.00170

Summary:
- Orbital gap: 6.81 eV
- E_HOMO: -0.126 hartree
- Net charge: -1
- Relative energy (zero: lowest compared OMol25 entry of this formula, charge and spin): 95.5 kcal per mole
- E_LUMO: 0.1240 hartree

These are the natural (NBO) partial charges, in e, on atoms 1 to 2: number 1, C, carries -0.1332; number 2, C, carries -0.2118

***

(3)
C30H33HfN3OSe | ωB97M-V/def2-TZVPD

Geometry (Å):
Hf  0.86044  -0.98407  -1.12961
C  0.15504  -0.45653  4.74453
C  1.10433  -1.28242  3.88304
C  0.42394  -2.39180  3.11366
C  0.18775  -3.58082  3.79857
C  -0.34900  -4.68916  3.17008
C  -0.65116  -4.63337  1.82230
C  -0.45637  -3.46517  1.09522
C  -0.83541  -3.52432  -0.36214
C  -2.34189  -3.66432  -0.60281
C  0.05029  -2.34202  1.76127
N  0.32851  -1.17103  0.96865
C  0.29676  0.06199  1.42945
C  0.91278  1.12469  0.71667
C  1.16783  2.43502  1.10552
C  2.05357  2.97670  0.16661
C  2.32092  1.98427  -0.75952
N  1.64067  0.84896  -0.46227
H  0.68460  0.34130  5.26378
H  -0.31799  -1.08720  5.49835
H  -0.66930  -0.01431  4.17619
H  1.83920  -1.75717  4.53681
H  1.70862  -0.65039  3.22616
H  0.47280  -3.63837  4.84256
H  -0.50537  -5.60273  3.72776
H  -1.03757  -5.51192  1.31913
H  -0.27646  -4.31111  -0.86885
H  -0.60300  -2.61226  -0.94896
H  -2.70067  -4.60584  -0.18721
H  -2.58059  -3.65365  -1.66572
H  -2.88983  -2.86540  -0.09892
H  -0.21930  0.30310  2.35440
H  0.78811  2.91571  1.99538
H  2.48135  3.96641  0.17474
H  2.95957  2.02893  -1.63030
Se  1.97197  -2.36837  -2.93229
C  3.57248  -1.49109  -2.31506
C  3.85389  -1.35020  -0.96348
C  5.04570  -0.75453  -0.55652
N  5.95788  -0.32916  -1.41765
C  5.68275  -0.46637  -2.71602
C  4.51564  -1.01737  -3.22285
H  3.17964  -1.67897  -0.16570
H  5.26350  -0.63546  0.49908
H  6.44466  -0.11547  -3.40377
H  4.37771  -1.09274  -4.29250
C  -3.01570  5.74734  -1.34209
C  -2.72498  4.28411  -1.40437
C  -3.47298  3.38430  -0.63760
C  -3.24642  2.02997  -0.69936
C  -4.11793  1.11306  0.11237
C  -2.16969  1.55946  -1.53593
C  -1.93981  0.19508  -1.49640
O  -0.91210  -0.44058  -1.97664
C  -1.41567  2.47902  -2.35342
C  -0.38584  2.02976  -3.34548
C  -1.72134  3.81184  -2.26273
H  -3.79167  5.97612  -0.61620
H  -3.34010  6.09571  -2.32553
H  -2.11363  6.30665  -1.08643
H  -4.25749  3.76942  0.00093
H  -4.82017  1.70051  0.69853
H  -3.55387  0.49083  0.80904
H  -4.70250  0.45411  -0.53403
H  -2.65495  -0.46253  -1.00630
H  -0.71902  1.17839  -3.93599
H  0.53532  1.73969  -2.84029
H  -0.13643  2.84576  -4.02000
H  -1.19207  4.52002  -2.88987

Summary:
- Orbital gap: 6.69 eV
- E_HOMO: -0.517 hartree
- Net charge: +2
- Relative energy (zero: lowest compared OMol25 entry of this formula, charge and spin): 20.0 kcal per mole
- E_LUMO: -0.2709 hartree

These are the natural (NBO) partial charges, in e, on atoms 1 to 2: number 1, Hf, carries 2.1866; number 2, C, carries -0.5998

***

(4)
C3H5FI2S | ωB97M-V/def2-TZVPD

Geometry (Å):
C  0.37541  0.92720  -0.01065
C  -0.33082  0.27948  1.20193
C  1.19313  -0.21579  -0.59033
F  1.95502  -0.95312  0.17920
S  -0.74661  -1.96458  -1.33615
I  -1.42384  1.90216  2.19536
I  2.23163  0.16985  -2.38747
H  -0.44104  1.15167  -0.56924
H  1.05083  1.68775  0.24186
H  0.33185  0.03144  1.93818
H  -1.21631  -0.42283  1.00596
H  0.04347  -3.06615  -1.59277

Summary:
- Orbital gap (alpha / beta): 7.83 / 7.23 eV
- E_HOMO (alpha / beta): -0.334 / -0.327 hartree
- Net charge: 0
- Relative energy (zero: lowest compared OMol25 entry of this formula, charge and spin): 46.4 kcal per mole
- E_LUMO (alpha / beta): -0.0464 / -0.0612 hartree

These are the natural (NBO) partial charges, in e, on atoms 1 to 2: number 1, C, carries -0.5779; number 2, C, carries -0.4492

***

(5)
C3H5OSSi | ωB97M-V/def2-TZVPD

Geometry (Å):
C  1.47485  0.81048  -0.64601
C  0.76686  0.50442  0.41885
Si  -0.79341  -0.56758  0.68179
C  1.46375  0.41107  1.77526
O  0.76434  -0.22950  2.55634
S  2.94681  1.17076  2.01034
H  1.17539  1.02664  -1.75013
H  2.55877  1.08738  -0.46521
H  -0.53659  -2.00308  1.04190
H  -1.43284  -0.40075  -0.66488
H  -2.01759  -0.12100  1.52762

Summary:
- Structure (SMILES): C=C([SiH3])C([O-])=S
- Orbital gap: 7.47 eV
- E_HOMO: -0.134 hartree
- Net charge: -1
- Relative energy (zero: lowest compared OMol25 entry of this formula, charge and spin): 0.0 kcal per mole
- E_LUMO: 0.1404 hartree

These are the natural (NBO) partial charges, in e, on atoms 1 to 2: number 1, C, carries -0.3473; number 2, C, carries -0.5074

***

(6)
C11H21N4PdS2Si | ωB97M-V/def2-TZVPD

Geometry (Å):
Pd  -0.38957  -0.59332  -0.02722
N  0.68800  2.62127  1.04243
C  0.06690  2.51389  2.36298
C  -1.30908  1.86105  2.28868
C  -2.28781  2.58646  1.35177
C  -2.67971  1.79837  0.10756
N  -1.50090  1.41854  -0.68007
H  0.86822  1.68564  0.67328
H  1.58845  3.08006  1.11333
H  -0.04722  3.52736  2.76131
H  0.68455  1.95449  3.07719
H  -1.71301  1.82208  3.30283
H  -1.20282  0.81645  1.97108
H  -1.84652  3.53735  1.03589
H  -3.20945  2.83157  1.88475
H  -3.38100  2.40268  -0.48045
H  -3.19961  0.88000  0.39140
H  -0.84427  2.19082  -0.73616
H  -1.76255  1.13701  -1.61667
S  -1.65409  -1.88296  -1.53706
C  -1.54239  -3.45170  -0.79157
C  -2.18149  -4.52015  -1.50228
N  -2.72034  -5.35526  -2.08483
C  -0.91480  -3.69567  0.39050
S  -0.10602  -2.49574  1.35190
C  -0.89679  -5.03128  0.91677
N  -0.85803  -6.09425  1.35845
C  3.19763  -0.21112  0.19884
Si  1.77946  -0.42038  -1.05040
C  2.01555  0.97644  -2.32131
C  2.12692  -2.03576  -1.95580
H  4.16891  -0.28454  -0.30394
H  3.14525  -0.99779  0.95478
H  3.16085  0.75186  0.71581
H  3.02423  0.95676  -2.74951
H  1.86491  1.96089  -1.86859
H  1.30055  0.87271  -3.14146
H  3.12312  -2.03703  -2.41163
H  1.38210  -2.20427  -2.73607
H  2.06186  -2.87253  -1.25652

Summary:
- Orbital gap (alpha / beta): 5.81 / 6.38 eV
- E_HOMO (alpha / beta): -0.111 / -0.155 hartree
- Net charge: -1
- Relative energy (zero: lowest compared OMol25 entry of this formula, charge and spin): 0.2 kcal per mole
- E_LUMO (alpha / beta): 0.1029 / 0.0790 hartree
- 2S+1: 3

These are the natural (NBO) partial charges, in e, on atoms 1 to 2: number 1, Pd, carries 0.3885; number 2, N, carries -0.8696